Record 1
Density functional theory data (wB97M-V/def2-TZVPD) for a cluster of 2 separate species, H5N2PS in total.

As for the lowest unoccupied orbital energy: 0.10 eV. The energy above the lowest of the compared OMol25 structures with the same formula, charge and spin comes out at 73.6 kcal per mole. The SMILES is [H]/P=N/N.S. The value obtained for the HOMO-LUMO gap is 9.01 eV. As for the HOMO energy: -8.9 eV.

The geometry in ORCA input format:
```
! wB97M-V def2-TZVPD RIJCOSX def2/J DEFGRID3
* xyz 0 1
H 3.1132 0.8856 -0.9816
P 2.4269 0.7751 0.2113
N 1.7241 -0.5764 -0.2457
N 1.0947 -1.4296 0.6090
H 0.5196 -2.1040 0.1027
H 0.6498 -0.9866 1.4129
S -3.3047 1.5284 0.1091
H -2.0973 0.8037 -0.2350
H -4.1262 1.1038 -0.9827
*
```

Mulliken atomic charge list, values in e, 2 entries: number 1, H, carries 0.049; number 2, P, carries -0.034


Record 2
Density functional theory data (wB97M-V/def2-TZVPD) for an isolated molecule of C6H13N.

As for the lowest unoccupied orbital energy: 1.07 eV. The energy above the lowest of the compared OMol25 structures with the same formula, charge and spin comes out at 25.3 kcal per mole. The SMILES is CCC[C@]1(C)CN1. The value obtained for the HOMO-LUMO gap is 10.32 eV. As for the HOMO energy: -9.2 eV.

The geometry in ORCA input format:
```
! wB97M-V def2-TZVPD RIJCOSX def2/J DEFGRID3
* xyz 0 1
C -2.7440 -0.3876 0.0634
C -1.3868 0.1550 -0.3546
C -0.2785 -0.2216 0.8133
C 1.0123 0.0413 0.1402
C 1.4211 1.4767 -0.0831
C 1.6185 -1.0321 -0.6858
N 2.0865 -0.9773 0.6868
H -3.0510 0.0380 1.0177
H -2.7117 -1.4714 0.1667
H -3.5038 -0.1394 -0.6772
H -1.1102 -0.2489 -1.3299
H -1.4279 1.2415 -0.4448
H -0.4520 0.4429 1.6606
H -0.3709 -1.2734 1.0758
H 1.2376 2.0789 0.8060
H 0.8731 1.9080 -0.9189
H 2.4838 1.5358 -0.3171
H 2.2903 -0.7315 -1.4867
H 1.0195 -1.9080 -0.9087
H 2.9940 -0.5272 0.7762
*
```

Mulliken atomic charge list, values in e, 2 entries: number 1, C, carries -1.326; number 2, C, carries -0.309


Record 3
Density functional theory data (wB97M-V/def2-TZVPD) for an isolated molecule of C3H7NO.

As for the lowest unoccupied orbital energy: 0.99 eV. The energy above the lowest of the compared OMol25 structures with the same formula, charge and spin comes out at 37.6 kcal per mole. The SMILES is C=C(N)OC. The value obtained for the HOMO-LUMO gap is 9.32 eV. As for the HOMO energy: -8.3 eV.

The geometry in ORCA input format:
```
! wB97M-V def2-TZVPD RIJCOSX def2/J DEFGRID3
* xyz 0 1
C -0.8611 1.1191 -1.2706
C -0.0889 0.4769 -0.3911
N 1.1947 -0.0261 -0.6478
O -0.5401 0.2449 0.8728
C -0.2321 -1.0214 1.4386
H -0.4726 1.4265 -2.2353
H -1.8902 1.3476 -1.0245
H 1.5099 0.1943 -1.5834
H 1.8796 0.2794 0.0360
H -0.4238 -1.8337 0.7297
H 0.8112 -1.0810 1.7693
H -0.8865 -1.1264 2.3064
*
```

Mulliken atomic charge list, values in e, 2 entries: number 1, C, carries -0.917; number 2, C, carries 0.720


Record 4
Density functional theory data (wB97M-V/def2-TZVPD) for an isolated molecule of C21H29N3O.

As for the lowest unoccupied orbital energy: 0.68 eV. The energy above the lowest of the compared OMol25 structures with the same formula, charge and spin comes out at 24.2 kcal per mole. The SMILES is CC(C)c1ccc(NC(=O)CNC[C@H](c2ccccc2)N(C)C)cc1. The value obtained for the HOMO-LUMO gap is 8.96 eV. As for the HOMO energy: -8.3 eV.

The geometry in ORCA input format:
```
! wB97M-V def2-TZVPD RIJCOSX def2/J DEFGRID3
* xyz 0 1
C 7.2914 -1.4951 -0.0679
C 6.2076 -1.7713 0.9766
C 6.4207 -0.9056 2.2201
C 4.8345 -1.5483 0.3924
C 4.4381 -0.2998 -0.0718
C 3.1854 -0.0941 -0.6163
C 2.2877 -1.1525 -0.7113
N 1.0087 -1.0209 -1.2650
C 0.4117 0.0758 -1.8083
O 0.8992 1.1851 -1.8567
C -0.9733 -0.2306 -2.3843
N -1.7498 0.9636 -2.6496
C -2.2496 1.6043 -1.4407
C -3.3923 0.7827 -0.8203
C -4.3280 1.6431 0.0026
C -3.8543 2.6039 0.8894
C -4.7299 3.3347 1.6734
C -6.0940 3.1166 1.5868
C -6.5781 2.1676 0.7033
C -5.7011 1.4388 -0.0804
N -2.9038 -0.3923 -0.0806
C -3.9455 -1.3766 0.1323
C -2.2165 -0.1022 1.1613
C 2.6719 -2.4067 -0.2446
C 3.9275 -2.5961 0.2982
H 7.1358 -2.1151 -0.9482
H 8.2748 -1.7156 0.3419
H 7.2736 -0.4529 -0.3759
H 6.2836 -2.8228 1.2764
H 5.6465 -1.1051 2.9578
H 7.3890 -1.1207 2.6669
H 6.3876 0.1507 1.9658
H 5.1180 0.5367 -0.0124
H 2.8986 0.8807 -0.9727
H 0.4697 -1.8762 -1.2795
H -0.8348 -0.7672 -3.3300
H -1.5407 -0.8558 -1.6912
H -1.1506 1.6260 -3.1381
H -1.4503 1.7882 -0.7109
H -2.6627 2.5714 -1.7379
H -3.9560 0.3767 -1.6690
H -2.7945 2.7930 0.9653
H -4.3440 4.0781 2.3559
H -6.7759 3.6863 2.2008
H -7.6417 1.9950 0.6227
H -6.0889 0.7059 -0.7741
H -3.4942 -2.2756 0.5535
H -4.7327 -1.0326 0.8187
H -4.4009 -1.6340 -0.8231
H -2.8787 0.3080 1.9372
H -1.4047 0.5991 0.9840
H -1.7830 -1.0302 1.5366
H 1.9822 -3.2375 -0.3115
H 4.2068 -3.5785 0.6524
*
```

Mulliken atomic charge list, values in e, 2 entries: number 1, C, carries -1.446; number 2, C, carries 0.219


Record 5
Density functional theory data (wB97M-V/def2-TZVPD) for a cluster of 2 separate species, C14H26N2O10 in total.

As for the lowest unoccupied orbital energy: 0.42 eV. The SMILES is O=C(O)CO[C@H]1O[C@H](CO)[C@@H](O)[C@H](O)[C@H]1O.CNC(=O)[C@H](C)NC(C)=O. The value obtained for the HOMO-LUMO gap is 9.63 eV. As for the HOMO energy: -9.2 eV.

The geometry in ORCA input format:
```
! wB97M-V def2-TZVPD RIJCOSX def2/J DEFGRID3
* xyz 0 1
O -5.0724 -1.2462 -3.3094
C -5.5420 -0.6562 -2.3509
O -6.6298 -1.1006 -1.6815
C -4.8880 0.6370 -1.8480
O -4.1465 1.3236 -2.8761
C -3.1952 2.2934 -2.4176
O -2.2058 1.7032 -1.5524
C -1.3745 0.6929 -2.1727
C -0.3407 0.2161 -1.1454
O 0.4000 1.3344 -0.6421
C -0.6637 1.2392 -3.4260
O -0.0036 0.1870 -4.1396
C -1.6799 1.8835 -4.3704
O -1.0141 2.5006 -5.4772
C -2.4997 2.9450 -3.6310
O -3.4249 3.5406 -4.5663
H -6.8928 -1.9073 -2.1521
H -4.2430 0.3736 -1.0063
H -5.6754 1.2947 -1.4730
H -3.7223 3.0728 -1.8582
H -1.9931 -0.1615 -2.4695
H -0.8578 -0.2848 -0.3210
H 0.3408 -0.5102 -1.6013
H -0.2275 2.0234 -0.3570
H 0.0697 1.9964 -3.1265
H 0.2889 0.5384 -5.0017
H -2.3564 1.1083 -4.7479
H -1.6849 3.0087 -5.9735
H -1.8242 3.7216 -3.2563
H -4.0857 4.0876 -4.1075
C 4.1300 0.6141 5.8773
N 3.9567 -0.3850 4.8254
C 3.5541 -0.1176 3.5766
O 3.3195 1.0347 3.2194
C 3.3690 -1.3020 2.5864
C 2.2890 -1.0312 1.5252
N 3.0591 -2.6002 3.2039
C 3.9005 -3.3482 3.9151
C 3.3905 -4.6956 4.3665
O 5.0248 -2.9822 4.2254
H 3.2031 1.1753 6.0081
H 4.9227 1.3097 5.5958
H 4.3943 0.1275 6.8168
H 4.2469 -1.3366 5.0157
H 4.3230 -1.4068 2.0669
H 1.3198 -0.8909 2.0044
H 2.2341 -1.8614 0.8206
H 2.5371 -0.1251 0.9693
H 2.1473 -2.9813 3.0154
H 3.2088 -5.3200 3.4940
H 2.4696 -4.5681 4.9323
H 4.1443 -5.1644 4.9980
*
```

Mulliken atomic charge list, values in e, 2 entries: number 1, O, carries -0.534; number 2, C, carries 0.472


Record 6
Density functional theory data (wB97M-V/def2-TZVPD) for a cluster of 2 separate species, C5H7N3O2 in total.

As for the lowest unoccupied orbital energy: 0.28 eV. The energy above the lowest of the compared OMol25 structures with the same formula, charge and spin comes out at 53.1 kcal per mole. The SMILES is [H]/N=C/N=C\C(=C)N.O=C=O. The value obtained for the HOMO-LUMO gap is 9.07 eV. As for the HOMO energy: -8.8 eV.

The geometry in ORCA input format:
```
! wB97M-V def2-TZVPD RIJCOSX def2/J DEFGRID3
* xyz 0 1
H 1.8611 2.7680 -0.2991
N 0.9170 2.4236 -0.4782
C 0.3912 1.7309 0.4626
N -0.9135 1.5180 0.4831
C -1.6898 0.5449 0.4381
C -1.4286 -0.8218 0.0086
C -0.6967 -1.1232 -1.1099
N -1.9663 -1.9133 0.7049
H 1.0706 1.4862 1.2520
H -2.8272 0.7371 0.7929
H -0.4861 -2.0538 -1.6111
H -0.1372 -0.2362 -1.4196
H -3.0049 -1.9031 0.9696
H -1.6180 -2.7521 0.3231
O 3.2640 -1.1946 -0.5523
C 3.5265 -0.1370 -0.1393
O 3.7380 0.9265 0.1746
*
```

Mulliken atomic charge list, values in e, 2 entries: number 1, H, carries 0.295; number 2, N, carries -0.678


Record 7
Density functional theory data (wB97M-V/def2-TZVPD) for a cluster of 7 separate species, C4H22N2O7 in total.

As for the lowest unoccupied orbital energy: -0.05 eV. The energy above the lowest of the compared OMol25 structures with the same formula, charge and spin comes out at 25.6 kcal per mole. The SMILES is CNC(=O)[C@@H](C)N.O.O.O.O.O.O. The value obtained for the HOMO-LUMO gap is 9.94 eV. As for the HOMO energy: -10.0 eV.

The geometry in ORCA input format:
```
! wB97M-V def2-TZVPD RIJCOSX def2/J DEFGRID3
* xyz 0 1
C 2.1988 0.7784 0.7788
N 1.0768 0.4949 -0.1022
C -0.2156 0.5850 0.1868
O -1.0752 0.2797 -0.6638
C -0.6396 1.0079 1.5861
C -2.1052 1.4195 1.5906
N -0.3642 -0.1056 2.5075
H 1.8673 0.9655 1.7914
H 2.8930 -0.0571 0.7470
H 2.7223 1.6783 0.4538
H 1.2937 0.2137 -1.0433
H -0.0464 1.8519 1.9015
H -2.7158 0.5995 1.1976
H -2.2802 2.2483 0.8910
H -2.4627 1.6902 2.5858
H -0.5408 0.1438 3.4536
H -0.9289 -0.9092 2.2717
O 1.2820 -2.5746 1.6384
H 1.1447 -1.6222 1.7227
H 0.3801 -2.8766 1.5337
O 1.0322 -3.6500 -0.9657
H 1.1271 -2.9729 -1.6643
H 1.4456 -3.2432 -0.1534
O -1.1890 -2.8767 0.4870
H -0.6438 -3.4546 -0.1103
H -1.3134 -2.0580 -0.0419
O -0.5201 2.0997 -2.9333
H -1.3704 1.6821 -2.7613
H -0.2597 2.5076 -2.0613
O 0.4506 -0.5106 -2.8034
H -0.2776 -0.4462 -2.1782
H 0.3802 0.3637 -3.2423
O -0.0772 3.4587 -0.4563
H -0.9286 3.7856 -0.2573
H 0.4197 4.2430 -0.8119
*
```

Mulliken atomic charge list, values in e, 2 entries: number 1, C, carries -1.083; number 2, N, carries 0.055


Record 8
Density functional theory data (wB97M-V/def2-TZVPD) for a cluster of 2 separate species, C4H12NOS in total.

As for the lowest unoccupied orbital energy (alpha / beta): 0.67 / -1.93 eV. The energy above the lowest of the compared OMol25 structures with the same formula, charge and spin comes out at 38.3 kcal per mole. The value obtained for the HOMO-LUMO gap (alpha / beta) is 9.72 / 7.12 eV. The expectation value of S² is 0.755. As for the HOMO energy (alpha / beta): -9.1 / -9.0 eV.

The geometry in ORCA input format:
```
! wB97M-V def2-TZVPD RIJCOSX def2/J DEFGRID3
* xyz 0 2
N 0.2538 -2.2427 0.3597
C 0.5492 -1.4280 1.5812
O 0.1411 -0.0997 1.5115
H 0.9643 -2.0866 -0.3543
H 0.3818 -3.1758 0.6915
H 0.1001 -1.9628 2.4257
H 1.6974 -1.4619 1.7722
C -1.7790 1.4589 -0.1103
C -0.8541 0.6007 -0.9595
C 0.5528 1.2258 -0.9735
S 1.8449 0.1311 -1.7671
H -2.8412 1.1957 -0.1968
H -1.7746 2.5643 -0.3173
H -1.4679 1.3820 0.9461
H -0.7108 -0.3371 -0.4271
H -1.2442 0.4025 -1.9543
H 0.7849 1.3389 0.1050
H 0.5692 2.1821 -1.5346
H 2.8323 0.3124 -0.7980
*
```

Mulliken atomic charge list, values in e, 2 entries: number 1, N, carries -0.551; number 2, C, carries -0.346


Number 1: DFT total energy -851.95404 Eh. Number 2: DFT total energy -291.11847 Eh. Number 3: DFT total energy -248.46664 Eh. Number 4: DFT total energy -1057.13012 Eh. Number 5: DFT total energy -1411.00051 Eh. Number 6: DFT total energy -509.41487 Eh. Number 7: DFT total energy -801.83819 Eh. Number 8: DFT total energy -687.67471 Eh.